# 1
One molecule with the formula C19H33N3O3S2. Source: the Open Molecules 2025 dataset; level of theory: ωB97M-V with the def2-TZVPD basis set.

Structure (XYZ):
```
60
Properties=species:S:1:pos:R:3:forces:R:3:nbo_charge:R:1
C 4.359 -1.243 2.715 -0.1558 0.1784 -0.2080 -0.61
C 3.420 -0.897 1.559 0.1718 -0.2288 0.0927 -0.22
C 3.906 -1.568 0.276 -0.0746 0.2213 0.0618 -0.62
C 1.975 -1.317 1.900 0.6619 -0.1616 -0.0124 -0.23
N 0.967 -0.344 1.522 -0.6156 -0.2015 -0.9007 -0.71
C 0.099 0.241 2.521 -0.5357 0.6454 0.3431 -0.21
C 0.556 1.632 2.997 0.0946 -0.1406 -0.0797 -0.22
C 1.824 1.564 3.842 -0.3453 0.0220 -0.0546 -0.61
C 0.747 2.559 1.800 -0.1961 -0.0542 0.2331 -0.62
S 0.471 -0.347 -0.042 0.2463 -0.5274 0.3371 2.48
O -0.730 0.445 -0.130 -0.0785 0.0443 0.3005 -0.99
O 1.539 0.037 -0.907 0.1819 -0.0917 -0.1414 -0.94
N 0.187 -1.980 -0.338 0.4232 0.9826 0.1832 -0.68
C 0.181 -2.305 -1.753 0.1321 0.1918 -0.6921 -0.23
C -1.018 -1.666 -2.444 0.1635 -0.2574 0.0602 -0.42
C -2.345 -2.051 -1.765 -0.1087 0.1582 -0.1198 -0.30
C -3.418 -1.087 -2.285 0.2594 -0.5478 0.2539 0.69
O -4.322 -1.435 -3.015 -0.2897 -0.1148 -0.3021 -0.63
N -3.241 0.180 -1.860 0.0686 0.5690 0.2060 -0.64
C -4.016 1.294 -2.348 -0.3364 -0.0580 0.0556 -0.26
C -3.134 2.369 -2.900 -0.1691 0.2276 -0.3127 -0.20
C -1.878 2.720 -2.510 -0.2196 -0.1280 -0.0200 -0.28
C -1.358 3.810 -3.248 0.0137 0.1750 -0.1312 -0.25
C -2.225 4.273 -4.181 -0.3232 -0.0576 -0.0908 -0.42
S -3.698 3.383 -4.188 0.4910 -0.1355 0.3917 0.43
C -2.298 -2.023 -0.227 0.0886 -0.0779 0.0719 -0.43
C -0.969 -2.533 0.336 -0.5176 0.0072 0.3876 -0.23
H 5.376 -0.940 2.479 0.1301 -0.0178 0.0130 0.21
H 4.356 -2.317 2.893 0.0299 -0.1585 0.0634 0.20
H 4.059 -0.742 3.633 -0.0235 0.0338 0.1451 0.20
H 3.428 0.184 1.398 -0.0388 -0.0063 0.0579 0.21
H 3.270 -1.277 -0.554 0.0886 -0.1108 -0.1289 0.24
H 4.926 -1.262 0.056 0.1221 -0.0112 -0.0618 0.21
H 3.886 -2.651 0.381 0.0234 -0.1656 0.0225 0.19
H 1.887 -1.472 2.977 -0.1027 0.0641 -0.0559 0.21
H 1.748 -2.262 1.396 0.0838 -0.0484 0.2039 0.22
H -0.885 0.350 2.060 -0.0150 -0.0159 0.2656 0.23
H 0.010 -0.437 3.377 0.0396 -0.0527 -0.1180 0.19
H -0.254 2.024 3.623 0.0058 -0.0580 -0.0312 0.20
H 1.697 0.877 4.676 0.0637 -0.0881 0.1294 0.20
H 2.059 2.547 4.243 0.0976 0.0675 0.0379 0.22
H 2.663 1.233 3.238 0.2143 -0.0548 -0.0711 0.20
H -0.180 2.652 1.241 -0.0757 0.0952 -0.1063 0.22
H 1.499 2.152 1.127 0.1452 0.0588 -0.0731 0.21
H 1.062 3.546 2.128 0.0564 0.0951 -0.0142 0.21
H 0.164 -3.395 -1.844 0.0572 0.0380 0.0729 0.20
H 1.111 -1.922 -2.174 -0.0532 -0.2145 -0.1308 0.24
H -0.872 -0.585 -2.412 -0.0408 -0.0308 -0.1746 0.22
H -1.054 -1.970 -3.491 -0.0059 0.0721 -0.0230 0.23
H -2.620 -3.059 -2.093 -0.0646 0.1611 -0.0231 0.23
H -2.440 0.407 -1.285 -0.0674 -0.1744 -0.0764 0.42
H -4.691 0.909 -3.120 0.0565 0.0464 0.1708 0.25
H -4.630 1.704 -1.532 0.0255 -0.0784 -0.1983 0.20
H -1.326 2.229 -1.727 0.0694 -0.1296 0.1359 0.24
H -0.379 4.224 -3.082 0.1690 0.1025 -0.0103 0.22
H -2.099 5.084 -4.870 0.0941 0.1774 -0.1284 0.23
H -2.447 -1.008 0.135 -0.1017 -0.1826 0.0301 0.22
H -3.112 -2.638 0.163 -0.0154 0.0365 0.0196 0.22
H -0.903 -3.622 0.240 0.0831 0.0894 0.0679 0.21
H -0.890 -2.274 1.394 -0.0812 -0.1793 0.0769 0.21
```
Positions in Å, forces in eV/Å.

Calculated values
Highest occupied orbital energy ... -8.67 eV
Structure (SMILES) ... CC(C)CN(CC(C)C)S(=O)(=O)N1CCC(C(=O)NCc2cccs2)CC1
Orbital gap ... 9.290 eV
Energy relative to the best compared isomer or geometry (same formula, charge and spin) ... 4.5 kcal per mole

=====

# 2
C19H33NO10V as an isolated structure. Source: the Open Molecules 2025 dataset; level of theory: ωB97M-V with the def2-TZVPD basis set.

Structure (XYZ):
```
64
Properties=species:S:1:pos:R:3:forces:R:3:lowdin_spin:R:1
V 11.412 -1.417 -7.477 1.4930 0.4755 0.4282 2.78
C 10.513 -1.499 -11.573 -0.6984 0.2114 -0.7895 0.00
C 11.010 -1.365 -10.157 0.4142 -0.7674 0.3966 0.02
O 11.832 -2.158 -9.649 0.7737 -1.3490 -0.6962 0.02
O 10.530 -0.514 -9.403 -1.5755 1.9553 0.4347 0.02
H 11.273 -1.557 -12.353 0.2126 -0.2220 0.3103 0.00
H 9.830 -0.701 -11.862 0.2805 0.4461 0.3144 0.00
H 9.848 -2.358 -11.661 0.3751 -0.4784 0.1675 0.00
C 15.400 -0.241 -5.642 0.6703 -1.4194 -0.3991 0.00
C 14.791 -0.715 -6.988 -2.1929 1.4224 0.2418 0.00
O 13.536 -1.324 -6.955 -0.1202 -0.2811 0.5741 0.04
H 15.552 -1.166 -5.086 0.0442 0.0839 0.6566 0.00
H 14.944 0.526 -5.015 -0.5929 -0.1027 -0.2984 0.00
H 16.393 0.127 -5.899 0.2428 0.1216 0.1108 0.00
H 15.562 -1.298 -7.493 0.1571 -0.3492 -0.0795 0.00
H 14.690 0.232 -7.517 0.1961 0.3100 -0.8310 0.00
C 8.951 1.932 -6.499 -0.9526 0.2974 -0.5687 0.00
C 10.387 1.555 -6.235 -0.4553 -2.2824 -0.8210 0.01
O 10.987 0.703 -6.894 -0.1491 0.7818 0.2243 0.01
N 10.876 2.055 -5.116 1.4400 1.7005 2.8262 0.01
C 12.195 1.805 -4.480 -0.2633 -0.3761 -1.3086 0.00
H 8.315 1.939 -5.614 0.3714 -0.1031 0.3592 0.00
H 8.454 1.243 -7.182 0.5124 -0.1079 -0.1078 0.00
H 8.826 2.928 -6.924 0.3589 0.1009 -0.1364 0.00
H 10.319 2.726 -4.606 -0.1793 -0.1531 -0.3444 0.00
H 12.129 1.164 -3.601 -0.2802 -0.2005 -0.1320 0.00
H 12.729 2.696 -4.151 -0.4357 0.3431 -0.2765 0.00
H 12.795 1.332 -5.258 0.1360 -0.2772 0.2337 0.00
O 11.240 -3.685 -7.068 -0.0592 -1.8789 -0.2202 0.02
C 11.319 -4.865 -6.754 -0.4882 3.4465 -3.2158 0.01
O 11.595 -5.163 -5.539 1.0165 -0.2923 3.2658 0.00
C 11.693 -6.547 -5.343 -0.0693 -2.2237 -0.6731 0.00
C 11.780 -7.137 -6.760 -0.2743 -1.3650 0.7946 0.00
C 11.077 -6.118 -7.563 0.1768 0.6398 -1.0603 0.00
H 10.760 -6.935 -4.934 -0.0904 0.2587 0.4187 0.00
H 12.513 -6.890 -4.712 0.0619 0.7423 0.1149 0.00
H 11.250 -8.088 -6.812 0.2566 -0.1728 0.1407 0.00
H 12.770 -7.281 -7.194 0.2015 0.0552 0.5823 0.00
H 9.996 -6.224 -7.648 -0.0365 -0.1919 -0.0558 0.00
H 11.556 -6.192 -8.540 -0.5942 1.0739 -0.2320 0.00
O 9.071 -1.866 -7.154 -0.9297 0.0359 0.3195 0.01
C 8.265 -2.028 -6.269 1.7175 -1.1552 -0.3875 0.01
O 7.910 -1.057 -5.433 0.2786 1.1363 -0.8192 0.00
C 7.186 -1.534 -4.325 -0.1087 0.8308 0.6278 0.00
C 7.371 -2.996 -4.336 -0.5464 -1.8586 0.3648 0.00
C 7.616 -3.346 -5.803 0.2282 1.1146 0.4132 0.00
H 6.132 -1.277 -4.429 -0.0107 0.2834 0.0210 0.00
H 7.638 -1.060 -3.454 -0.3219 0.0661 0.0735 0.00
H 6.492 -3.480 -3.911 0.0127 -0.1719 -0.0424 0.00
H 8.222 -3.324 -3.740 0.1384 0.1889 -0.0389 0.00
H 6.704 -3.391 -6.399 -0.1084 -0.5975 0.0862 0.00
H 8.257 -4.227 -5.847 -0.1202 0.2447 -0.7446 0.00
O 11.100 -1.612 -5.174 0.1134 0.4616 2.9607 0.01
C 11.335 -1.537 -3.965 1.2929 -0.8471 -3.6807 0.01
O 10.353 -1.293 -3.085 -0.2272 -0.1948 -0.6053 0.00
C 10.861 -1.369 -1.766 0.6285 0.3078 0.3793 0.00
C 12.143 -2.152 -1.883 0.6364 -0.3230 -0.0638 0.00
C 12.739 -1.775 -3.268 -2.4510 0.1727 0.7104 0.00
H 10.167 -1.917 -1.128 -0.2382 0.5222 -0.0077 0.00
H 11.064 -0.343 -1.457 -0.3031 0.0062 0.4682 0.00
H 11.812 -3.190 -1.926 0.4141 -0.2691 0.0209 0.00
H 12.764 -2.014 -0.998 0.1706 -0.0239 -0.1817 0.00
H 13.340 -2.563 -3.721 -0.3062 0.2964 -0.2734 0.00
H 13.261 -0.818 -3.289 0.1564 -0.0985 0.0505 0.00
```
Positions in Å, forces in eV/Å.

Calculated values
Highest occupied orbital energy (spin up / spin down) ... -5.38 / -6.40 eV
Orbital gap (spin up / spin down) ... 5.560 / 6.576 eV
Expectation value of S² ... 3.7534
Multiplicity ... 4
Energy relative to the best compared isomer or geometry (same formula, charge and spin) ... 3.7 kcal per mole

=====

# 3
A 5-piece molecular cluster, C19H34BClO9 overall. Source: the Open Molecules 2025 dataset; level of theory: ωB97M-V with the def2-TZVPD basis set.

Structure (XYZ):
```
64
Properties=species:S:1:pos:R:3:forces:R:3:nbo_charge:R:1
C -2.517 -5.361 0.929 0.0406 6.6458 -2.0045 -0.32
C -2.441 -4.182 0.326 -0.7992 -5.1416 2.4291 -0.01
C -2.396 -2.829 -0.554 0.0769 -1.0060 -0.1337 -0.47
C -1.029 -1.957 -0.268 -0.8377 -0.4390 -0.9986 -0.41
C -1.422 -0.439 0.119 0.1027 -0.0134 0.9879 -0.46
C -0.246 0.418 0.801 2.3845 0.7127 -0.4303 -0.05
C 1.072 0.632 0.255 -2.3251 0.1835 1.6265 -0.07
Cl 1.549 -0.075 -1.358 -0.3411 1.0684 2.2314 0.03
C 2.178 1.546 1.044 4.0040 0.4630 -0.0361 0.49
O 3.445 1.417 0.924 -5.9456 0.2512 -0.0115 -0.49
C 1.643 2.710 2.047 -3.4217 -0.8672 0.3506 0.26
O 2.434 3.901 2.320 -2.6284 -1.1830 -1.4336 -0.71
B 1.822 5.071 1.708 -0.6829 0.8393 -1.0356 1.36
O 2.145 5.448 0.320 -1.4111 -1.6118 2.3655 -0.93
O 0.832 5.914 2.380 3.0299 -1.0228 -0.6451 -0.93
C 0.325 2.490 2.604 3.1077 0.3057 -1.4226 -0.32
C -0.530 1.154 2.233 -1.3828 0.4298 1.7366 0.55
O -1.434 0.797 3.049 3.4127 1.0662 -3.6131 -0.53
H -2.691 -6.136 1.772 0.5326 1.7083 -2.1680 0.27
H -2.420 -3.176 -1.666 0.0798 0.5819 2.0384 0.25
H -3.357 -2.179 -0.431 1.6772 -1.4941 0.1687 0.26
H -0.466 -1.958 -1.286 -0.6548 -0.0572 2.1540 0.23
H -0.466 -2.529 0.554 -0.5787 1.2817 -1.2827 0.24
H -1.807 0.152 -0.802 0.7064 -1.0646 1.4838 0.24
H -2.288 -0.511 0.894 1.5479 0.3565 -1.2925 0.25
H 1.285 5.318 -0.151 0.9644 0.6156 0.2623 0.50
H 1.229 6.820 2.359 -0.8881 -0.8235 -0.1744 0.51
H -0.052 3.298 3.338 0.2642 -1.7976 -1.1620 0.27
C -6.241 -5.413 -2.198 0.0283 -0.1543 -0.0652 -0.63
C -6.076 -4.528 -0.979 -0.1748 -0.0272 -0.2626 -0.06
O -5.384 -3.336 -1.329 0.0717 0.3042 -0.0321 -0.73
H -5.266 -5.668 -2.622 -0.0637 -0.0143 0.1343 0.21
H -6.767 -6.336 -1.942 0.0064 0.0480 -0.0775 0.21
H -6.803 -4.893 -2.980 -0.0835 -0.0630 0.0788 0.19
H -5.496 -5.043 -0.209 0.0707 0.2422 -0.0765 0.19
H -7.049 -4.259 -0.556 -0.0376 -0.1633 0.0725 0.16
H -5.907 -2.882 -2.004 0.1608 -0.1484 0.2094 0.46
C -3.999 -0.208 6.189 -0.1172 -0.1611 0.0757 -0.63
C -3.725 1.279 6.289 0.2179 -0.2010 -0.2955 -0.06
O -2.369 1.550 5.962 0.0884 0.1306 -0.0035 -0.73
H -3.342 -0.765 6.863 -0.0884 0.1089 0.0032 0.21
H -5.038 -0.432 6.444 0.0451 -0.0516 -0.0457 0.21
H -3.798 -0.571 5.177 -0.1027 0.0600 0.0204 0.20
H -3.906 1.634 7.307 0.1493 0.0550 -0.1093 0.17
H -4.371 1.843 5.608 -0.1972 -0.0220 0.1034 0.15
H -2.220 1.242 5.056 0.0759 0.0946 0.1690 0.48
C 4.457 3.278 -2.613 -0.2644 0.1388 -0.2613 -0.64
C 5.843 2.830 -2.216 -0.2570 -0.1209 0.3142 -0.06
O 5.991 2.923 -0.808 0.0499 -0.1533 0.2304 -0.72
H 4.277 4.308 -2.294 0.1015 -0.0780 -0.0504 0.22
H 4.320 3.217 -3.696 -0.0714 -0.0052 0.0273 0.20
H 3.697 2.658 -2.128 0.0448 -0.0692 -0.0876 0.20
H 6.600 3.464 -2.684 0.0219 -0.0537 0.2016 0.17
H 6.025 1.794 -2.522 0.0155 0.0109 -0.2178 0.15
H 5.319 2.348 -0.405 0.2842 0.2832 -0.0702 0.47
C 6.006 -0.269 -5.097 0.1198 0.1625 -0.0351 -0.63
C 4.617 -0.539 -4.555 0.2910 -0.2711 -0.0870 -0.06
O 3.958 -1.508 -5.360 -0.1927 -0.1536 -0.0568 -0.72
H 5.953 0.088 -6.129 -0.0547 0.0306 0.1264 0.21
H 6.524 0.478 -4.491 0.0459 -0.0722 -0.0559 0.21
H 6.602 -1.187 -5.108 0.0013 0.0637 0.1186 0.20
H 4.018 0.375 -4.566 -0.0828 -0.1829 -0.0649 0.18
H 4.663 -0.909 -3.526 0.0511 0.1945 0.1029 0.16
H 4.490 -2.317 -5.337 -0.1875 0.2509 -0.0236 0.46
```
Positions in Å, forces in eV/Å.

Calculated values
Highest occupied orbital energy ... -9.69 eV
Structure (SMILES) ... C#CCCCC1=C(Cl)C(=O)C(OB(O)O)=CC1=O.CCO.CCO.CCO.CCO
Orbital gap ... 7.745 eV

=====

# 4
A 3-piece molecular cluster, C19H34Br2ClN2O7P2 overall. Source: the Open Molecules 2025 dataset; level of theory: ωB97M-V with the def2-TZVPD basis set.

Structure (XYZ):
```
67
Properties=species:S:1:pos:R:3:forces:R:3:nbo_charge:R:1
C -1.877 4.049 -2.089 -0.2451 0.1883 -0.5457 -0.66
C -2.149 3.042 -3.387 -1.4224 0.8387 0.6773 -0.07
O -2.083 1.621 -3.020 1.3395 1.2704 -1.3906 -0.57
C -0.780 1.015 -3.333 0.6782 -0.0973 1.6789 -0.09
C -0.716 -0.403 -2.418 -1.7008 1.9788 -4.2880 -0.11
O -0.200 0.006 -1.182 -0.5805 -0.4756 0.8312 -0.83
P 0.721 -1.005 -0.132 -0.3785 -1.6205 1.3950 1.57
C 1.875 -2.309 0.638 2.6960 -2.5449 -0.2906 -0.77
C 3.459 -1.967 0.876 0.6123 -0.0066 1.9297 -0.63
N 1.858 -1.198 -1.544 4.6065 8.2392 -2.4602 -0.83
C 2.517 0.000 -1.789 3.4076 -2.2386 -0.2307 0.86
O 3.471 0.901 -2.015 -7.0672 -6.1274 1.3638 -0.60
O 1.715 0.361 0.355 0.1511 2.0899 5.7413 -0.79
C 1.822 0.603 1.770 0.5959 -2.0292 6.5039 0.57
N 1.940 0.546 3.082 -0.8865 0.8842 -11.7696 -0.42
C -0.473 -0.853 1.364 -4.2900 5.1021 3.3541 -0.42
Br -0.898 -2.292 2.754 1.0238 0.9803 -1.6238 0.05
C -1.315 0.371 1.698 3.1421 -2.5694 -1.8053 -0.07
C -1.234 1.787 0.912 -1.3473 0.7598 0.8331 -0.69
Br -2.640 0.418 3.253 1.3236 0.1375 -1.7821 -0.02
P -0.562 -2.674 -0.788 -1.1620 -3.2616 -1.4170 0.79
O -0.294 -4.152 0.081 0.6422 0.4101 -0.6340 -1.01
Cl -2.646 -2.289 -0.302 1.3514 -0.3216 -0.0217 -0.34
H -0.790 3.947 -1.666 -2.1101 0.1677 -0.8363 0.23
H -2.675 3.884 -1.227 1.7500 0.0481 -1.9047 0.22
H -2.050 5.154 -2.476 0.5235 -2.1677 0.7504 0.20
H -1.493 3.320 -4.316 -0.9219 -0.6128 1.8404 0.18
H -3.284 3.248 -3.695 2.4069 -0.5402 0.5469 0.18
H -0.610 0.796 -4.471 -0.5764 0.4933 1.9095 0.16
H 0.045 1.768 -2.912 -1.4188 -1.7385 -1.0935 0.19
H -1.861 -0.744 -2.482 2.4518 0.5905 0.8654 0.21
H -0.150 -1.120 -3.138 -0.3655 1.0019 2.0346 0.21
H 1.533 -2.885 1.571 0.1654 1.1640 -1.4676 0.26
H 2.012 -3.153 -0.208 -0.8035 1.8368 1.6783 0.21
H 3.896 -1.041 0.344 -0.9270 -1.5928 0.6878 0.22
H 4.177 -2.896 0.663 -1.7505 1.9172 0.2333 0.20
H 3.577 -1.772 2.049 -0.0949 -0.2331 -2.5142 0.21
H -2.136 1.850 0.137 2.1221 -0.2793 1.4412 0.24
H -0.222 2.069 0.411 -1.8808 -1.0829 0.8288 0.25
H -1.456 2.661 1.696 0.4925 -2.0112 -1.5261 0.22
H 0.414 -4.727 -0.349 -1.5123 1.4883 0.4751 0.49
C 3.791 3.708 -4.562 0.3140 -0.5798 0.0814 -0.43
C 3.023 4.406 -5.654 0.1166 0.4445 -0.4642 -0.43
C 1.606 4.363 -5.124 -0.4228 -0.1163 0.2122 -0.07
O 1.697 4.391 -3.692 0.1728 -0.0159 -0.3801 -0.54
C 3.064 4.172 -3.318 -0.0259 0.1137 0.5300 -0.07
H 4.856 3.951 -4.549 -0.1149 -0.0306 0.0369 0.21
H 3.688 2.622 -4.672 0.0582 0.1157 0.0959 0.21
H 3.359 5.447 -5.737 -0.0516 -0.0766 -0.0498 0.19
H 3.126 3.935 -6.635 -0.0475 0.0519 0.0846 0.21
H 1.104 3.432 -5.408 -0.0229 -0.0004 -0.1072 0.17
H 1.002 5.206 -5.471 -0.0252 -0.0548 0.1206 0.18
H 3.467 5.123 -2.955 0.0891 0.0054 0.0146 0.15
H 3.112 3.440 -2.507 -0.1111 0.0764 -0.1104 0.21
C -2.983 -5.458 7.231 0.1230 -0.3066 0.5697 -0.43
C -3.893 -4.372 6.717 -0.5833 0.0426 -0.2487 -0.43
C -2.905 -3.335 6.230 0.2655 0.4216 -0.1235 -0.07
O -1.735 -4.045 5.798 -0.3133 -0.2717 0.2759 -0.53
C -1.838 -5.405 6.243 0.2722 0.0457 -0.4332 -0.07
H -3.457 -6.441 7.281 0.0754 0.0730 -0.0079 0.21
H -2.624 -5.198 8.234 -0.0277 -0.0708 -0.0791 0.20
H -4.483 -4.751 5.875 0.0278 0.0752 0.0922 0.20
H -4.582 -3.983 7.471 0.0707 -0.0070 -0.0881 0.21
H -2.606 -2.659 7.038 -0.0841 0.0619 0.0019 0.16
H -3.298 -2.737 5.402 0.1887 -0.0434 0.0303 0.20
H -2.041 -6.028 5.366 0.0261 -0.0945 0.0497 0.17
H -0.888 -5.721 6.684 -0.0099 0.1045 -0.1025 0.18
```
Positions in Å, forces in eV/Å.

Calculated values
Highest occupied orbital energy ... -4.53 eV
Net charge ... -1
Orbital gap ... 7.144 eV